DFT (the ωB97M-V functional and the def2-TZVPD basis) results for a cluster of 2 separate species, C3H11NO in total in a non-equilibrium geometry.

Results
Energy above the lowest of the compared OMol25 structures with the same formula, charge and spin, kJ/mol: 322.5
E_HOMO, eV: -6.646
Orbital gap, eV: 7.05

Each line ends with the Mulliken charge.
Positions of all 16 atoms, in Å:
C  0.14628  -1.27554  2.69019  -0.75
O  -0.07078  -0.68903  1.45948  -0.78
H  0.64355  -0.60633  3.39860  0.22
H  -0.73689  -1.86780  3.03776  0.23
H  0.60137  -2.28929  2.48443  0.20
C  0.90679  0.26444  -1.94985  -1.16
C  -0.55494  0.62979  -1.63187  -0.28
N  -0.69542  0.92795  -0.18162  -0.28
H  1.28140  -0.49535  -1.27965  0.35
H  0.99714  0.01689  -3.00474  0.34
H  1.50643  1.12463  -1.61417  0.33
H  -0.97883  1.38374  -2.29114  0.34
H  -1.09717  -0.30768  -1.78686  0.24
H  0.23922  1.11557  0.18497  0.31
H  -1.10818  0.22101  0.51015  0.34
H  -1.07996  1.84700  -0.02568  0.34